151
Properties=species:S:1:pos:R:3:forces:R:3:lowdin_charge:R:1 method="wB97M-V/def2-TZVPD" homo_lumo_gap_ev=7.91 lumo_energy_ev=-13.805 e_above_lowest_kj_mol=290.5 e_tot_ha=-2542.13324 total_charge=+7 e_homo_ev=-21.7175 fmax_ev_per_a=3.19
C 4.597 -4.074 6.638 -0.899 0.780 -0.795 0.01
C 4.628 -4.304 5.105 -0.601 -0.440 1.857 -0.32
C 4.851 -3.147 4.176 -0.203 1.251 0.167 -0.17
O 3.569 -2.542 3.961 0.156 0.066 -0.570 -0.19
C 3.496 -1.481 2.964 1.053 -0.362 0.371 -0.05
N 5.649 -5.370 4.882 -0.348 -0.529 -1.019 0.24
H 6.570 -5.193 5.257 0.628 0.650 0.258 0.19
H 5.399 -6.260 5.289 -0.368 -0.434 0.484 0.18
H 5.732 -5.520 3.887 0.561 -0.237 -0.466 0.16
H 3.931 -4.771 7.144 0.223 -0.271 -0.103 0.10
H 4.103 -3.109 6.756 0.264 0.156 0.350 0.10
H 5.573 -4.075 7.125 0.037 0.157 -0.154 0.11
H 3.643 -4.654 4.794 0.089 -0.701 0.061 0.12
H 5.268 -3.501 3.233 0.208 0.055 -0.304 0.13
H 5.539 -2.466 4.676 0.192 0.417 -0.389 0.15
H 2.504 -1.033 3.001 0.171 -0.143 0.232 0.08
H 3.714 -1.803 1.946 -0.384 -0.755 -0.130 0.06
H 4.283 -0.741 3.109 -0.194 0.308 0.648 0.10
C -8.077 -2.147 -0.505 1.329 1.041 1.208 0.00
C -6.832 -2.261 0.505 -0.243 0.109 -1.360 -0.21
C -5.633 -1.285 0.162 1.319 -1.083 0.179 -0.15
O -4.497 -1.654 1.003 0.561 1.125 0.450 -0.20
C -3.351 -0.741 0.877 -1.279 0.056 -0.748 -0.07
N -7.339 -2.144 1.967 -0.385 -0.516 -1.047 0.24
H -6.637 -2.192 2.692 0.716 0.816 0.150 0.17
H -8.036 -1.421 2.075 0.259 1.118 0.234 0.17
H -7.916 -2.929 2.234 -0.351 -1.125 -0.497 0.17
H -8.829 -2.932 -0.425 0.256 -0.029 0.224 0.10
H -7.752 -2.058 -1.541 0.298 -0.395 0.124 0.09
H -8.512 -1.169 -0.297 -0.480 -0.026 0.031 0.08
H -6.433 -3.274 0.455 0.144 0.115 0.047 0.15
H -5.768 -0.208 0.065 -0.753 0.300 1.158 0.11
H -5.222 -1.439 -0.836 -0.830 -0.906 -0.540 0.12
H -2.996 -0.659 -0.150 -0.239 -0.339 -0.468 0.06
H -2.446 -0.987 1.432 -0.682 -0.623 0.556 0.08
H -3.667 0.271 1.128 -0.041 0.115 0.387 0.08
C 2.940 3.749 -3.548 1.375 0.922 -0.999 -0.03
C 2.323 4.957 -2.891 -0.062 -0.460 1.635 -0.30
C 2.149 6.160 -3.799 1.797 0.381 -0.696 -0.18
O 3.441 6.404 -4.444 -2.397 -0.128 -0.084 -0.17
C 3.226 7.179 -5.673 0.533 0.035 0.020 -0.04
N 0.952 4.522 -2.374 0.225 0.633 -0.569 0.22
H 0.481 4.167 -3.194 -0.681 0.033 -0.191 0.15
H 0.955 3.776 -1.693 0.366 -0.972 0.419 0.09
H 0.441 5.287 -1.958 -0.296 0.494 -0.243 0.14
H 3.029 2.746 -3.130 -0.850 0.304 0.747 0.06
H 3.980 4.061 -3.640 0.166 -0.061 -0.451 0.11
H 2.564 3.729 -4.571 0.017 -0.338 -0.185 0.10
H 2.825 5.332 -1.999 0.402 -0.478 0.031 0.16
H 1.909 7.043 -3.207 -0.243 0.114 0.131 0.14
H 1.323 5.972 -4.485 0.038 0.010 -0.604 0.13
H 4.194 7.525 -6.035 0.038 -0.212 0.294 0.11
H 2.616 8.069 -5.520 -0.096 -0.081 0.329 0.10
H 2.783 6.567 -6.459 -0.109 -0.193 0.146 0.09
C -1.978 -0.249 -3.160 0.130 -0.620 0.219 -0.01
C -0.621 -0.729 -3.724 -1.181 -0.097 0.669 -0.29
C -0.760 -1.396 -5.075 0.669 -1.405 -1.903 -0.18
O -1.324 -2.720 -5.127 0.333 1.281 0.487 -0.15
C -0.411 -3.790 -4.841 0.084 0.932 0.357 -0.05
N 0.350 0.418 -3.785 -0.473 0.659 -0.820 0.24
H 1.286 0.168 -4.072 0.304 -0.327 -0.237 0.16
H 0.019 1.131 -4.420 -0.186 0.123 -0.911 0.17
H 0.413 0.953 -2.931 0.006 -0.009 1.504 0.09
H -2.686 0.120 -3.903 0.436 0.118 -0.441 0.10
H -1.922 0.489 -2.360 0.364 -0.119 0.143 0.04
H -2.477 -1.140 -2.779 0.037 -0.029 0.170 0.09
H -0.071 -1.435 -3.101 -0.542 -0.090 0.487 0.13
H 0.254 -1.403 -5.475 0.528 -0.471 -0.227 0.13
H -1.274 -0.854 -5.868 -0.564 0.473 0.529 0.15
H 0.395 -3.878 -5.569 -0.274 -0.055 -0.432 0.10
H -0.989 -4.710 -4.750 0.142 0.188 -0.038 0.11
H 0.077 -3.512 -3.907 0.110 -0.551 0.505 0.05
C -5.870 5.871 -1.903 0.311 -0.424 0.750 -0.01
C -5.929 5.071 -0.578 0.464 -0.366 -0.775 -0.21
C -5.057 3.755 -0.542 -1.036 1.220 0.988 -0.18
O -3.706 4.074 -0.667 0.434 0.029 0.965 -0.21
C -3.032 3.430 -1.704 0.671 0.220 -1.383 -0.09
N -5.623 6.065 0.625 0.163 -1.665 -0.549 0.26
H -5.270 5.582 1.439 0.020 -0.525 0.312 0.14
H -4.915 6.748 0.398 -0.060 0.597 -0.480 0.16
H -6.465 6.504 0.970 -0.592 0.662 -0.232 0.18
H -6.689 6.588 -1.855 -0.001 -0.084 -0.690 0.11
H -5.909 5.154 -2.724 -0.836 0.073 -0.021 0.10
H -4.942 6.390 -2.144 0.205 0.191 0.668 0.09
H -6.966 4.765 -0.440 0.014 0.083 0.265 0.16
H -5.410 3.008 -1.253 -0.094 0.500 -0.594 0.14
H -5.210 3.236 0.404 -0.045 0.118 0.470 0.12
H -3.397 3.835 -2.648 0.156 -0.012 -0.278 0.11
H -3.102 2.345 -1.780 -0.393 -0.140 0.621 0.08
H -1.969 3.648 -1.597 -0.003 0.056 0.020 0.07
C 0.085 4.343 1.017 1.310 -1.664 0.125 -0.03
C -1.117 3.883 1.800 -1.451 2.402 -0.116 -0.23
C -0.903 3.473 3.285 1.882 0.459 -1.617 -0.17
O -0.571 2.136 3.217 -0.843 -1.357 -0.625 -0.20
C 0.107 1.548 4.318 -0.412 0.555 0.969 -0.05
N -1.999 5.183 1.816 0.387 -0.676 1.151 0.21
H -2.046 5.559 0.880 -0.451 0.086 -0.261 0.14
H -2.887 4.939 2.230 -0.563 0.110 -0.254 0.15
H -1.600 5.872 2.438 0.429 0.585 0.231 0.17
H 0.822 4.931 1.564 -0.325 0.175 0.308 0.12
H -0.079 4.823 0.052 -0.621 -0.004 0.198 0.06
H 0.578 3.397 0.792 0.391 0.111 -0.218 0.08
H -1.809 3.276 1.217 0.585 -0.811 0.158 0.14
H -1.706 3.827 3.932 -0.347 -0.548 0.275 0.14
H 0.026 3.977 3.552 -0.084 0.691 0.584 0.14
H 0.240 0.478 4.158 0.072 0.225 -0.412 0.08
H -0.510 1.646 5.212 -0.001 -0.014 0.165 0.11
H 1.046 2.064 4.516 0.212 -0.123 -0.116 0.11
C 0.057 -7.419 2.763 -0.496 -0.219 1.633 -0.01
C 1.261 -6.588 2.395 0.019 0.921 -1.678 -0.28
C 1.356 -5.096 2.869 -0.626 -1.099 0.026 -0.20
O 0.060 -4.624 2.760 -0.826 0.173 0.266 -0.15
C -0.072 -3.280 3.159 1.233 1.362 -0.773 -0.07
N 2.566 -7.248 2.726 -0.141 0.116 0.748 0.23
H 2.651 -7.398 3.721 -0.042 -0.339 0.615 0.17
H 2.675 -8.140 2.265 -0.004 -0.614 -0.279 0.18
H 3.327 -6.645 2.449 0.331 0.112 -0.318 0.16
H -0.281 -7.224 3.781 0.270 -0.015 0.280 0.10
H 0.272 -8.486 2.719 0.088 -0.059 -0.215 0.11
H -0.864 -7.252 2.204 0.542 0.298 -0.559 0.11
H 1.307 -6.638 1.307 -0.100 0.553 -0.204 0.15
H 2.063 -4.478 2.316 0.245 -0.111 -0.735 0.12
H 1.722 -4.996 3.891 -0.133 -0.386 0.593 0.12
H 0.751 -2.958 3.796 -0.330 -0.437 1.098 0.08
H -1.054 -2.944 3.493 0.067 -0.824 0.254 0.11
H 0.199 -2.628 2.328 -0.376 0.089 -0.850 0.07
C 5.962 -1.762 -2.984 1.087 0.039 -0.368 -0.02
C 4.652 -1.483 -2.291 -0.235 -1.037 -0.065 -0.29
C 4.269 -2.580 -1.244 -0.968 0.730 0.126 -0.13
O 2.979 -2.385 -0.553 0.361 0.195 -1.411 -0.24
C 1.747 -3.006 -1.145 2.465 -1.315 1.543 -0.03
N 4.681 -0.056 -1.707 -0.983 -0.954 -0.874 0.25
H 4.176 0.472 -2.404 -0.178 0.697 0.113 0.13
H 4.124 0.015 -0.867 -0.618 0.196 0.603 0.12
H 5.568 0.410 -1.584 0.759 -0.337 0.095 0.17
H 6.784 -1.224 -2.512 0.148 -0.195 0.179 0.10
H 5.987 -1.453 -4.029 -0.289 0.227 0.026 0.10
H 6.246 -2.813 -3.037 -0.219 -0.074 0.345 0.11
H 3.909 -1.472 -3.088 -0.415 0.252 0.325 0.14
H 5.088 -2.575 -0.524 -0.311 0.001 0.566 0.13
H 4.293 -3.572 -1.694 -0.004 0.149 -0.433 0.14
H 1.658 -3.029 -2.231 -0.304 1.176 0.020 0.07
H 0.958 -2.745 -0.440 -0.271 0.682 -0.869 0.08
H 1.859 -4.074 -0.958 0.086 -0.350 0.094 0.08
C 0.619 0.215 0.643 -0.658 0.533 -0.376 0.01
C 0.959 1.182 -0.485 2.816 -0.694 -0.680 -0.68
O 2.211 1.215 -0.839 -2.513 0.286 0.005 -0.09
O 0.013 1.853 -1.016 0.845 -0.152 -0.175 -0.12
H -0.434 0.005 0.455 -0.100 -0.271 0.648 0.06
H 0.758 0.753 1.580 -0.294 -0.003 0.102 0.07
H 1.203 -0.704 0.703 0.197 0.236 -0.420 0.05